321
Properties=species:S:1:pos:R:3:forces:R:3:lowdin_charge:R:1 method="wB97M-V/def2-TZVPD" e_lumo_ev=-0.509 charge=0 e_homo_ev=-7.66 e_tot_ev=-176197.1916
C 8.005374 -1.228969 25.013153 2.1 -0.7 0.1 -0.75
O 9.199149 -1.297744 24.792588 2.2 0.9 0.3 0.03
N 7.367152 -0.693343 26.037010 -0.6 2.0 2.9 0.19
N 7.182334 -1.797304 24.223937 -4.7 -2.4 -3.5 0.21
H 7.801749 -0.081442 26.712886 0.1 -0.4 -0.2 0.12
H 6.379495 -0.868341 26.155379 0.1 0.2 0.0 0.10
H 6.204249 -1.688801 24.451265 -0.3 0.1 -0.4 0.05
H 7.339619 -2.344534 23.389729 0.8 0.3 0.4 0.10
C 10.843032 4.083954 26.158714 0.9 6.5 3.5 -0.79
O 10.483580 4.777393 27.130017 -0.5 -1.5 -0.2 0.00
N 10.455350 2.969030 25.741467 -3.5 -7.4 -0.5 0.19
N 11.792373 4.525069 25.388225 3.2 2.5 -2.0 0.17
H 11.108607 2.444300 25.177535 -0.3 -0.2 0.0 0.09
H 10.060905 2.407135 26.482272 -0.3 -0.3 -0.2 0.12
H 11.943493 4.141976 24.465998 0.2 0.5 0.2 0.08
H 12.113960 5.454504 25.618058 0.0 -0.2 -0.4 0.12
C 4.543840 5.107790 21.152084 3.0 -0.9 0.0 -0.81
O 5.104632 4.691241 22.111789 1.1 -2.3 3.9 0.06
N 3.578314 5.910836 21.202003 -4.6 3.4 -0.2 0.21
N 5.043276 4.815720 19.988669 1.6 -1.2 -4.5 0.20
H 3.170830 6.045681 22.116266 -0.2 0.5 -0.5 0.15
H 3.234418 6.228872 20.307191 -0.8 0.3 0.7 0.13
H 5.828568 4.180765 20.004506 -0.1 0.3 0.0 0.11
H 4.962272 5.385642 19.158769 -0.2 -0.1 0.3 0.09
C 7.097903 -4.198086 18.953859 -5.5 -4.8 4.4 -0.82
O 6.459381 -5.252920 18.825959 0.0 0.1 0.8 0.02
N 7.071842 -3.372639 19.986524 -0.8 0.1 4.1 0.19
N 7.680883 -3.663666 18.025732 6.0 4.1 -8.1 0.18
H 7.662893 -2.560067 20.088958 0.0 0.1 -0.5 0.06
H 6.772743 -3.791416 20.855578 -0.4 0.1 0.0 0.07
H 7.690178 -4.055541 17.094903 0.4 -0.2 0.4 0.14
H 8.443781 -3.109092 18.387031 0.3 0.6 -1.2 0.11
C 7.549704 -5.875661 25.751031 -0.3 0.7 6.0 -0.79
O 7.294173 -4.799363 26.226794 -1.8 1.8 2.2 0.03
N 7.738314 -7.070295 26.433723 -0.9 0.8 -1.0 0.15
N 7.867198 -5.928071 24.552073 1.5 -1.9 -6.6 0.18
H 7.582523 -7.058329 27.431559 0.7 -0.4 -0.3 0.11
H 8.404676 -7.548504 25.844344 0.1 -1.2 1.8 0.09
H 8.262399 -6.827582 24.317972 0.1 0.7 -1.7 0.11
H 7.932434 -5.058822 24.041927 0.4 -0.4 -0.4 0.10
C 9.217099 -7.935873 20.893943 0.2 2.8 0.8 -0.75
O 10.362209 -7.506714 20.900980 0.5 -0.5 -0.2 0.02
N 8.184731 -7.201277 21.308191 -1.7 1.0 1.2 0.16
N 8.793554 -9.104150 20.469287 0.7 -3.2 -1.5 0.15
H 7.252132 -7.570148 21.188696 0.2 0.5 0.0 0.10
H 8.287899 -6.268679 21.681986 0.1 0.0 -0.2 0.05
H 7.810690 -9.336370 20.457084 0.5 0.0 -0.3 0.11
H 9.441750 -9.483025 19.793720 -0.5 -0.7 0.1 0.12
C 11.886387 -5.974326 15.764259 3.1 1.0 2.1 -0.69
O 12.662947 -5.723352 16.699105 -1.7 0.8 0.0 -0.01
N 12.076138 -7.036914 15.052923 -0.1 -3.6 -2.4 0.18
N 10.966559 -5.206244 15.226280 -2.3 2.5 -0.4 0.18
H 12.568898 -7.836426 15.424497 0.1 0.3 -0.2 0.14
H 11.382350 -7.154959 14.328474 0.4 -1.0 0.1 0.11
H 10.621169 -4.376854 15.687712 0.4 -0.1 -0.2 0.11
H 10.765532 -5.343898 14.246116 -0.3 0.3 0.4 0.11
C 3.719586 -2.015566 25.136197 3.5 0.1 0.5 -0.73
O 4.443250 -1.034441 24.939933 0.0 1.0 -0.7 -0.01
N 4.232365 -3.226931 25.213682 0.1 -2.4 -0.1 0.19
N 2.478604 -1.955727 25.489920 -3.2 1.7 0.2 0.19
H 5.154875 -3.450690 24.868699 -0.2 -0.1 0.2 0.08
H 3.506985 -3.927712 25.266793 0.9 -0.6 -0.2 0.11
H 1.971041 -2.716522 25.918475 0.0 0.6 -0.2 0.13
H 2.173116 -0.996648 25.406552 -0.9 -0.4 0.5 0.13
C 2.498237 -0.935781 20.529809 0.0 1.4 -0.6 -0.95
O 1.612022 -1.453474 20.014748 -7.0 -4.4 -3.1 0.10
N 2.419084 0.063535 21.281238 -1.9 6.2 5.6 0.18
N 3.704940 -1.102900 20.196312 6.4 -2.4 -1.7 0.20
H 3.282719 0.430786 21.654560 -0.7 0.7 0.4 0.05
H 1.539813 0.552893 21.367861 0.3 -0.2 0.2 0.13
H 3.770604 -2.034872 19.812623 1.4 -0.2 -0.4 0.08
H 4.337743 -0.595275 20.797971 1.0 -1.0 -0.6 0.08
C 3.520123 -3.322845 17.233844 0.9 -0.6 2.9 -0.82
O 3.188720 -3.345122 18.384814 0.0 -0.2 3.3 0.05
N 4.716951 -3.540466 16.785595 4.6 -0.6 -1.6 0.20
N 2.653781 -3.106493 16.341491 -4.9 1.3 -4.9 0.18
H 4.936138 -3.331023 15.822172 0.0 0.0 0.3 0.11
H 5.505320 -3.686918 17.399694 -0.6 -0.1 0.0 0.06
H 2.825736 -3.270309 15.359812 -0.3 0.1 0.3 0.12
H 1.717077 -2.949367 16.685013 0.1 0.0 -0.3 0.14
C 12.088666 0.251637 26.054313 -1.6 -1.2 4.3 -0.89
O 12.159026 0.398927 24.906649 0.9 1.5 -6.7 0.08
N 12.794101 0.775237 26.991634 4.9 3.4 2.4 0.19
N 11.157652 -0.431886 26.654095 -4.4 -3.4 0.3 0.17
H 13.459141 1.479559 26.705728 0.2 -0.1 0.6 0.12
H 12.683825 0.504619 27.958435 0.3 0.4 -0.4 0.12
H 11.031504 -0.623179 27.637762 0.4 0.3 -0.4 0.12
H 10.479477 -0.830819 26.020828 -0.5 -0.5 -0.1 0.05
C 15.165720 -6.809841 18.477102 -2.0 1.4 -1.8 -0.83
O 15.880060 -7.501176 19.055045 5.3 -4.0 3.9 0.09
N 15.329976 -6.516988 17.174937 0.6 0.2 -1.9 0.15
N 14.069062 -6.293516 18.971133 -3.2 1.8 0.6 0.18
H 16.295831 -6.542999 16.880737 -0.5 0.0 -0.4 0.11
H 14.579394 -6.012029 16.725780 0.7 0.2 -0.4 0.05
H 13.746024 -6.348512 19.926498 0.3 -0.6 -0.4 0.10
H 13.421913 -6.147544 18.209565 -0.8 0.6 0.9 0.04
C 13.897307 -6.728787 23.872407 -0.8 0.8 0.5 -0.03
C 14.210212 -5.234904 23.581708 -1.0 0.6 1.3 -0.50
C 12.944758 -4.352586 23.284619 0.3 -1.0 -0.4 -0.12
C 13.049036 -2.853744 23.398338 0.7 0.9 2.3 -0.16
C 13.712741 -2.382051 24.738248 0.2 -0.8 0.0 -0.13
C 14.994629 -3.136596 25.091658 1.1 -0.5 -1.0 -0.47
N 14.764730 -4.607403 24.829428 -0.9 0.2 0.8 -0.09
O 15.754617 -5.423869 25.468116 -0.2 0.6 -0.4 -0.03
C 16.189374 -2.542994 24.285014 -0.9 -0.6 0.8 -0.02
C 15.343497 -2.873109 26.598347 0.1 -0.6 -0.8 -0.03
C 15.163428 -5.235414 22.475057 1.4 1.2 -0.8 -0.04
H 13.217657 -7.272376 23.216147 -0.1 0.7 -0.7 0.08
H 13.348098 -6.694022 24.813284 0.5 -0.6 0.5 0.08
H 14.817452 -7.311644 23.831031 0.0 0.1 0.7 0.08
H 12.693548 -4.456059 22.229016 -0.3 -0.9 -0.1 0.10
H 12.137836 -4.717097 23.920308 -0.1 0.0 -0.1 0.12
H 12.048223 -2.435674 23.506471 -0.2 0.0 -0.7 0.10
H 13.552277 -2.425280 22.531587 0.0 0.2 0.0 0.10
H 13.086784 -2.552092 25.614242 -0.7 -0.2 -0.3 0.11
H 13.889012 -1.306709 24.763761 0.2 0.0 -0.4 0.09
H 16.176590 -1.510240 24.633375 0.7 0.2 -0.4 0.07
H 17.061731 -3.105726 24.617322 0.3 0.3 -0.3 0.08
H 16.069291 -2.621082 23.204467 0.0 0.2 0.1 0.06
H 14.813354 -3.578071 27.238731 -0.5 0.4 0.2 0.08
H 16.393043 -3.002662 26.862490 0.2 -0.2 -0.5 0.08
H 15.149559 -1.819879 26.801289 -0.5 -0.1 0.2 0.08
H 16.131226 -5.579901 22.839470 0.0 -0.4 -0.2 0.10
H 15.339635 -4.186438 22.236949 0.0 0.0 -0.8 0.06
H 14.802724 -5.811910 21.623206 0.3 0.1 0.0 0.08
H 15.277422 -5.570353 26.288133 0.4 -0.5 0.2 0.09
C 7.868416 1.141493 11.698910 -0.4 1.0 0.0 -0.04
C 8.489602 -0.133654 11.110408 -1.6 0.3 -0.1 -0.51
C 9.443955 0.107339 9.959863 0.6 0.9 -1.5 -0.12
C 10.918554 0.408581 10.209918 1.0 -0.2 0.3 -0.19
C 11.530274 -0.554693 11.190244 -1.3 -0.3 0.1 -0.14
C 10.612746 -0.662649 12.441366 0.5 1.9 1.8 -0.48
N 9.160767 -0.891975 12.142902 1.4 -2.0 -0.4 -0.07
O 8.346428 -1.178433 13.298733 0.6 1.3 -0.4 -0.02
C 11.186243 -1.741669 13.283092 0.2 -2.2 -0.4 -0.08
C 10.835093 0.574698 13.374527 -0.1 1.4 -0.3 -0.04
C 7.268902 -0.950180 10.532101 0.6 0.8 0.9 -0.03
H 7.022642 0.851707 12.322431 0.5 0.0 0.7 0.07
H 7.374666 1.869667 11.055415 0.1 -0.5 -1.1 0.08
H 8.574714 1.824318 12.171126 0.2 -0.5 0.7 0.08
H 9.330316 -0.688655 9.223938 0.4 -0.6 0.3 0.12
H 9.098230 0.931904 9.336419 -0.5 0.3 0.3 0.12
H 11.208395 1.383550 10.601736 -1.0 0.5 0.1 0.11
H 11.552616 0.377119 9.323874 -0.5 -0.2 -0.6 0.11
H 12.534965 -0.204010 11.426301 -0.1 -0.1 0.6 0.13
H 11.640321 -1.543561 10.745133 -0.1 -0.2 0.0 0.12
H 10.570057 -1.976211 14.151080 0.2 0.1 0.1 0.08
H 11.298207 -2.613444 12.638443 -0.4 -0.7 0.1 0.08
H 12.230882 -1.562427 13.537465 -0.2 0.5 0.4 0.08
H 11.726479 0.563635 14.001747 0.2 -0.7 -0.1 0.07
H 10.995963 1.511711 12.841409 -0.4 0.1 -0.4 0.07
H 10.017378 0.757595 14.071653 -0.3 -0.3 -0.1 0.07
H 6.756644 -0.323979 9.801650 0.2 -0.1 -0.3 0.09
H 6.555549 -1.063030 11.348487 0.0 -0.4 0.0 0.07
H 7.568302 -1.911125 10.113705 0.0 0.1 0.0 0.08
H 8.233688 -2.130173 13.354135 0.2 -0.2 -0.5 0.09
C 5.187780 0.852266 15.628187 -0.7 1.0 -1.3 -0.01
C 4.225548 1.896940 16.311882 0.4 -1.1 1.3 -0.50
C 5.011843 2.355145 17.569611 0.3 1.0 -0.5 -0.11
C 6.099592 3.403802 17.163325 -0.6 -0.7 -1.5 -0.17
C 5.454688 4.643403 16.531608 -0.1 -0.9 1.3 -0.16
C 4.644180 4.273364 15.260580 -0.9 -0.4 -0.5 -0.37
N 3.810259 2.972988 15.454051 1.5 3.8 2.0 -0.14
O 3.130832 2.601440 14.319834 0.3 -0.4 -0.4 0.00
C 3.572033 5.440652 15.090715 -0.2 -0.2 -0.2 -0.02
C 5.642974 4.111771 14.043111 -0.9 0.7 0.9 -0.02
C 2.891733 1.271954 16.778815 0.2 -1.4 -0.5 -0.02
H 5.697780 0.086519 16.212685 -0.9 -0.3 0.3 0.08
H 6.034367 1.318950 15.124605 0.0 0.5 0.0 0.06
H 4.574247 0.507705 14.795747 0.3 -1.2 0.0 0.07
H 4.313932 2.689428 18.337262 0.1 0.4 0.0 0.11
H 5.486769 1.457353 17.965216 0.0 0.0 0.0 0.09
H 6.560509 2.983539 16.269436 0.8 -0.6 0.4 0.08
H 6.897011 3.626214 17.872378 -0.2 0.0 0.3 0.09
H 6.194653 5.421453 16.344048 0.0 -0.1 -0.5 0.10
H 4.891862 5.026356 17.382888 -1.0 0.4 -0.7 0.07
H 2.596398 5.172518 14.685302 0.1 -1.0 0.2 0.07
H 3.380306 5.862902 16.077140 -0.1 -0.1 0.0 0.06
H 3.736010 6.302983 14.444497 1.2 0.0 -0.1 0.07
H 6.249552 5.016282 13.998174 -0.1 0.2 -0.3 0.07
H 6.360380 3.297890 14.148131 -0.3 -0.2 0.1 0.06
H 5.053180 3.987169 13.134968 0.2 0.0 -0.1 0.08
H 3.037468 0.339840 17.324719 0.3 0.2 0.7 0.08
H 2.300270 0.895717 15.944124 0.1 0.4 -0.4 0.07
H 2.243207 1.962816 17.317548 0.4 0.1 0.1 0.09
H 3.764808 1.984257 13.947343 -0.2 -0.3 -1.1 0.08
C 15.562278 -1.547627 19.653300 -2.4 0.9 -0.6 -0.04
C 16.166415 -2.110268 18.387466 2.1 -3.5 1.3 -0.45
C 15.272884 -3.120459 17.550980 -0.9 0.8 1.6 -0.14
C 14.291955 -2.480861 16.680341 -0.2 2.5 -2.0 -0.23
C 14.961846 -1.405819 15.808762 0.4 0.0 -0.4 -0.12
C 15.979695 -0.391319 16.534146 -1.2 -1.0 0.7 -0.39
N 16.823714 -1.151623 17.525867 -0.9 -0.9 -2.3 -0.12
O 17.663309 -0.292127 18.245582 0.0 0.2 0.2 -0.01
C 16.883365 0.313327 15.484911 -0.2 0.9 0.5 -0.04
C 15.067279 0.617947 17.340741 0.3 0.7 -0.8 -0.02
C 17.247594 -3.152549 18.991188 0.4 1.3 -1.8 -0.03
H 14.620611 -1.177256 19.248100 -0.8 0.3 0.7 0.06
H 15.999815 -0.670410 20.129899 0.7 -0.2 -0.3 0.08
H 15.325754 -2.274412 20.430436 0.2 -0.3 -0.2 0.07
H 15.798428 -3.872792 16.962861 0.5 0.2 0.5 0.12
H 14.514940 -3.575933 18.188281 1.1 -1.0 1.1 0.11
H 13.491512 -1.932091 17.176559 -0.1 -0.3 0.8 0.09
H 13.774245 -3.211464 16.058806 0.1 -0.1 -0.2 0.11
H 14.117763 -0.879699 15.362880 0.3 0.8 -0.1 0.09
H 15.430620 -1.886874 14.950314 0.5 -0.1 0.1 0.11
H 16.309196 1.039650 14.909675 -0.4 0.1 0.2 0.07
H 17.633192 0.898815 16.016947 0.0 0.1 0.1 0.07
H 17.429814 -0.207095 14.698358 -0.2 -1.0 0.5 0.08
H 14.026357 0.300216 17.400986 0.0 -0.3 0.0 0.06
H 15.378845 0.877996 18.352370 0.4 -0.4 -0.1 0.07
H 15.040485 1.580910 16.830762 0.0 0.1 -0.2 0.07
H 17.950415 -2.637084 19.645739 -0.3 -0.2 0.6 0.07
H 17.872864 -3.462261 18.153814 0.0 -0.3 -0.2 0.07
H 16.769891 -4.047180 19.390633 0.0 0.3 0.4 0.08
H 18.472893 -0.805581 18.195175 0.4 0.4 0.1 0.10
C 8.559768 1.383457 21.024998 3.3 0.7 -0.7 -0.01
C 8.475714 0.223480 20.014569 -2.8 1.2 -0.2 -0.43
C 8.833093 0.723752 18.587052 -0.4 -0.6 -0.6 -0.13
C 10.275923 0.653428 18.232745 0.9 1.0 0.7 -0.20
C 10.949341 -0.610603 18.662817 -1.0 -0.7 0.8 -0.13
C 10.569705 -1.111337 20.085154 2.0 -1.1 0.1 -0.44
N 9.137283 -1.083368 20.308612 0.2 1.6 -3.2 -0.13
O 8.871972 -1.515822 21.548819 -0.8 -0.8 2.0 -0.03
C 11.081508 -2.631821 20.124758 -0.2 0.4 0.0 0.01
C 11.463550 -0.368220 21.102716 0.2 0.5 -0.6 -0.01
C 6.945686 0.035290 20.050845 0.2 -1.1 -0.7 -0.06
H 9.526087 1.824807 20.781015 0.6 0.4 0.6 0.07
H 8.613643 1.176270 22.093765 -0.6 -0.2 -0.1 0.09
H 7.922808 2.227610 20.760806 -0.6 -0.5 0.3 0.09
H 8.330169 0.187561 17.782277 -0.5 -1.0 0.4 0.12
H 8.468040 1.706632 18.289106 -0.1 0.5 1.0 0.11
H 10.814872 1.436055 18.766734 0.0 0.5 -0.1 0.11
H 10.387541 0.857364 17.167828 0.2 -0.1 -0.1 0.12
H 12.020295 -0.417693 18.725640 0.1 -0.7 -0.6 0.10
H 10.613132 -1.442915 18.044493 0.6 0.0 -0.6 0.11
H 10.293898 -3.364878 19.950441 -0.2 0.1 -0.4 0.07
H 11.866215 -2.776646 19.382216 -0.1 0.1 -0.4 0.08
H 11.585745 -2.997955 21.019065 -0.3 0.6 0.5 0.05
H 12.459704 -0.735651 20.856169 0.2 -0.3 0.6 0.08
H 11.584204 0.696588 20.903416 -0.5 0.2 0.0 0.08
H 11.229177 -0.490165 22.160206 0.2 -0.2 0.0 0.08
H 6.399641 0.962414 19.876547 0.3 0.0 0.0 0.07
H 6.663366 -0.321615 21.041305 -0.2 -0.2 -0.1 0.07
H 6.673490 -0.663034 19.259415 -0.4 -0.3 0.2 0.08
H 9.337584 -0.914306 22.134476 0.1 0.0 1.1 0.08
C 14.611372 6.022609 22.405106 0.2 -1.7 -0.4 0.00
C 14.512264 4.626886 21.532321 -0.6 3.2 -1.3 -0.47
C 15.664496 4.654138 20.475124 -0.3 0.8 1.3 -0.14
C 16.977871 4.030920 20.858209 -0.4 -0.9 0.8 -0.17
C 16.695974 2.755240 21.668872 0.2 -0.4 -0.7 -0.14
C 15.660655 2.809436 22.809938 0.5 -1.4 -1.5 -0.48
N 14.406637 3.407059 22.242375 0.7 -2.0 1.3 -0.04
O 13.379282 3.497253 23.276410 0.9 0.6 -0.5 -0.05
C 15.476339 1.294612 23.168465 -1.7 0.4 0.2 -0.04
C 16.315685 3.428695 24.016884 -0.4 0.8 0.2 -0.03
C 13.248643 4.798407 20.652038 -1.2 -0.1 1.1 -0.06
H 14.230041 6.871833 21.838079 -0.1 -0.2 -0.2 0.07
H 15.646927 6.256409 22.652204 0.1 -0.1 0.1 0.06
H 14.039101 5.927130 23.327870 0.0 0.0 0.0 0.06
H 15.350609 4.211297 19.529896 -0.3 0.0 0.1 0.11
H 15.812404 5.726338 20.346243 -0.1 0.0 -0.6 0.11
H 17.661480 4.582650 21.503469 -0.1 0.8 -0.4 0.11
H 17.402227 3.853670 19.869973 0.9 -0.4 0.4 0.11
H 17.605178 2.422925 22.169891 0.2 -0.1 -0.2 0.12
H 16.384692 1.946346 21.007909 0.0 0.0 -0.2 0.11
H 14.691436 1.277591 23.924587 0.4 -0.3 0.8 0.06
H 15.021562 0.605239 22.457099 0.1 0.5 -0.9 0.08
H 16.388036 0.779610 23.471284 0.0 0.5 0.4 0.08
H 16.805705 4.359120 23.730026 0.0 0.2 0.3 0.08
H 15.572930 3.615284 24.792511 0.1 0.1 0.1 0.09
H 17.078713 2.749490 24.397121 -0.1 0.1 0.0 0.09
H 12.378050 4.901195 21.299808 -0.1 0.2 0.3 0.07
H 12.964058 3.908358 20.090856 0.6 -0.1 -0.4 0.08
H 13.215665 5.697977 20.037402 0.5 -0.1 -0.2 0.08
H 13.097977 2.590670 23.419850 0.0 -0.5 -0.3 0.07
C 13.048081 6.679882 15.950841 -0.4 0.9 0.5 -0.01
C 11.768116 7.588451 15.769839 0.4 0.7 0.0 -0.45
C 11.168143 7.249502 14.424419 -0.5 -1.0 -2.0 -0.19
C 10.335514 5.983079 14.341218 -1.2 0.7 1.4 -0.17
C 9.159646 6.189459 15.384330 2.0 -0.5 -0.6 -0.11
C 9.690305 6.433476 16.859258 0.7 -0.3 -0.9 -0.45
N 10.791836 7.452366 16.894669 -1.7 -0.4 -3.8 -0.14
O 11.313584 7.718611 18.129204 0.7 -0.2 0.9 0.00
C 8.544498 6.967728 17.695613 0.3 0.0 1.0 -0.04
C 10.211418 5.046275 17.338395 -0.6 0.2 0.4 -0.02
C 12.117115 9.123041 15.692811 1.2 -0.8 0.1 -0.03
H 13.619167 7.035277 16.808541 -0.1 -0.2 0.2 0.07
H 13.749918 6.698779 15.117071 -0.3 0.2 -0.3 0.08
H 12.758941 5.642372 16.118337 0.0 0.1 0.1 0.06
H 10.576641 7.986023 13.880594 -0.3 0.8 1.0 0.12
H 11.916664 7.098919 13.646499 0.9 0.2 0.5 0.12
H 10.957075 5.098101 14.477535 -0.3 -0.2 0.2 0.10
H 9.837513 5.944152 13.372417 0.3 -0.2 -0.2 0.11
H 8.551964 5.286523 15.325000 -0.3 0.0 0.6 0.09
H 8.591678 6.999490 14.926776 -0.2 0.3 0.6 0.11
H 8.145455 7.924026 17.357440 -0.1 -0.2 -0.6 0.09
H 7.774118 6.205866 17.814698 -0.2 0.1 -0.1 0.06
H 8.898439 7.216496 18.696083 0.1 -0.3 0.2 0.08
H 10.944550 4.625838 16.650027 0.0 0.1 0.1 0.06
H 10.608146 5.064913 18.353456 0.3 0.3 0.0 0.08
H 9.388582 4.334050 17.399872 -0.2 -0.1 -0.2 0.06
H 11.300438 9.825901 15.528135 -0.4 -0.5 0.5 0.08
H 12.795198 9.350678 14.870325 0.2 -0.4 -0.2 0.08
H 12.709118 9.359519 16.576953 -0.2 0.4 0.2 0.07
H 11.310811 8.678594 18.123791 0.0 0.2 0.5 0.10
O 6.288868 4.674355 24.493145 0.0 0.8 0.5 -0.09
H 6.393112 3.735014 24.644829 0.1 -0.1 0.0 -0.05
H 5.981738 4.738793 23.588843 -0.2 0.2 -0.2 -0.05
O 4.728348 1.250556 22.422627 0.3 -0.1 -0.2 -0.03
H 5.053580 0.802401 23.203408 0.0 -0.3 0.4 0.03
H 4.570765 2.149828 22.710219 0.0 0.6 0.0 0.05
O 7.051422 2.259889 24.979395 0.1 -0.7 0.0 -0.03
H 6.952414 1.334412 24.755956 -0.1 -0.3 0.0 0.03
H 7.698591 2.268603 25.684610 0.3 0.3 0.1 0.04
O 8.657318 -4.454900 22.118978 -0.1 -0.3 0.5 -0.05
H 9.605327 -4.533430 22.012486 0.5 0.0 0.1 0.06
H 8.427800 -3.656274 21.643846 0.2 0.4 -0.1 0.00
O 5.207886 -4.108984 22.295822 0.4 0.2 0.3 -0.04
H 5.100675 -4.954629 22.731277 0.0 -0.3 0.1 0.04
H 4.600759 -4.141054 21.556504 -0.3 0.1 -0.4 0.05